(1)
{"formula": "CH5Cl2N2PS", "method": "wB97M-V/def2-TZVPD", "species": ["C", "N", "N", "P", "S", "Cl", "Cl", "H", "H", "H", "H", "H"], "positions_angstrom": [[-0.264390, -0.271641, -0.579501], [0.553900, 1.032735, 1.399830], [-0.467753, 0.769837, 0.435185], [-2.025250, 1.032502, 1.248240], [-2.593847, -0.446281, 2.379408], [-1.639957, 2.870989, 1.899080], [-3.453634, 1.485608, -0.099870], [-1.287372, -0.800298, -0.738288], [-0.040003, 0.160940, -1.630636], [0.416499, -1.019339, -0.390185], [1.357072, 1.200617, 0.809777], [0.886150, 0.167008, 1.872875]], "atomic_forces_ev_per_a": [[-4.086, 1.545, -2.438], [1.014, -1.201, -0.603], [-1.536, 0.111, 0.652], [1.602, -1.710, -0.404], [0.361, 1.102, -0.396], [-0.204, 0.354, 0.652], [0.270, -0.193, -0.463], [1.627, 0.695, 0.279], [-0.110, -0.351, 1.778], [1.713, -1.466, 1.062], [0.346, 0.863, 0.002], [-0.996, 0.249, -0.121]], "mulliken_charge": [-0.79, -0.60, 0.07, 0.62, -0.34, -0.17, -0.17, 0.26, 0.25, 0.37, 0.26, 0.25], "homo_lumo_gap_ev": 9.6, "e_lumo_ev": 0.52, "total_energy_ha": -1810.55493, "smiles": "CN(N)P(=S)(Cl)Cl", "total_charge": 0}

=====

(2)
{"formula": "CH5ClN4", "method": "wB97M-V/def2-TZVPD", "species": ["C", "N", "N", "N", "N", "Cl", "H", "H", "H", "H", "H"], "positions_angstrom": [[-0.441383, 0.090099, -1.124014], [-1.226011, -0.021586, -2.134628], [0.950374, -0.177530, -1.007641], [-1.302646, 1.405576, 0.581597], [-0.973861, 0.320117, 0.104853], [2.362530, -1.295679, 2.375811], [-2.114778, 0.465829, -2.037617], [1.157608, -0.920875, -1.639563], [1.101347, -0.556542, -0.067036], [-1.888238, 1.242714, 1.503451], [2.375058, -0.552124, 3.444789]], "atomic_forces_ev_per_a": [[0.133, 0.406, -1.648], [1.911, 0.323, -0.064], [-1.784, -0.448, 0.233], [-1.014, -0.063, 0.532], [-1.638, 0.169, 3.323], [0.019, 0.346, 0.569], [0.095, -0.388, 0.492], [0.544, -0.358, -0.843], [0.170, 0.392, -0.258], [1.586, -0.019, -1.750], [-0.024, -0.362, -0.585]], "mulliken_charge": [0.55, -0.62, -0.46, -0.45, 0.01, -0.26, 0.26, 0.28, 0.18, 0.26, 0.26], "homo_lumo_gap_ev": 9.7, "e_lumo_ev": 0.42, "total_energy_ha": -720.24672, "smiles": "[H]/N=C(N)\\N=N\\[H].Cl", "total_charge": 0}

=====

(3)
{"formula": "CH5ClO2SSi", "method": "wB97M-V/def2-TZVPD", "species": ["C", "O", "O", "Si", "S", "Cl", "H", "H", "H", "H", "H"], "positions_angstrom": [[1.326955, -0.216370, 0.761470], [-2.418086, -0.801873, -1.822583], [-0.047005, -1.256620, -1.993064], [-0.326307, 0.686303, 0.944122], [-1.172652, -0.502794, -2.467218], [-0.518691, 1.999167, -0.618253], [2.163521, 0.475937, 0.695772], [1.506307, -0.870063, 1.610148], [1.330567, -0.829161, -0.136525], [-0.366596, 1.519454, 2.145808], [-1.478015, -0.203979, 0.880322]], "atomic_forces_ev_per_a": [[-0.519, 0.248, 0.004], [-0.001, 0.320, -0.360], [0.104, 0.247, -0.367], [1.066, -0.514, 0.246], [-0.220, -0.648, 0.539], [-0.061, 0.431, -0.493], [-0.026, 0.179, 0.033], [-0.042, -0.099, 0.198], [-0.064, -0.010, -0.035], [-0.040, 0.053, 0.216], [-0.197, -0.207, 0.020]], "mulliken_charge": [-0.85, -0.35, -0.37, 0.65, 0.65, -0.26, 0.29, 0.30, 0.24, -0.17, -0.12], "homo_lumo_gap_ev": 10.1, "e_lumo_ev": -1.00, "total_energy_ha": -1339.48759, "total_charge": 0}

=====

(4)
{"formula": "CH5ClO4Sn", "method": "wB97M-V/def2-TZVPD", "species": ["Sn", "C", "H", "H", "H", "H", "H", "O", "Cl", "O", "O", "O"], "positions_angstrom": [[0.652645, 1.175191, 1.397223], [0.713698, 0.627769, -0.926501], [0.440423, 1.534311, -1.467181], [1.741555, 0.309422, -1.116363], [-0.038208, -0.165367, -0.972477], [0.769588, -0.009599, -3.459697], [0.169330, -0.360892, -3.126636], [-0.632717, -1.553260, 1.072805], [-1.510372, -1.073472, 2.151563], [-2.927696, -1.318894, 1.851253], [1.928545, 0.281391, 2.452291], [-1.306792, 0.553400, 2.143721]], "atomic_forces_ev_per_a": [[0.388, -3.175, -0.487], [-0.327, 1.052, 1.270], [0.036, -0.305, 0.033], [-0.255, 0.069, 0.327], [0.253, 0.264, 0.278], [-0.800, -0.514, 0.291], [0.789, 0.403, -0.642], [-0.428, 0.525, 0.349], [-0.842, -0.095, -0.324], [1.687, 0.684, 0.171], [-1.074, 1.408, -0.655], [0.574, -0.317, -0.611]], "mulliken_charge": [1.16, -1.25, 0.45, 0.44, 0.41, 0.10, -0.05, -0.57, 1.09, -0.49, -0.64, -0.64], "homo_lumo_gap_ev": [7.2, 7.2], "e_lumo_ev": [-3.16, -3.15], "total_energy_ha": -1016.17537, "total_charge": 0}

=====

(5)
{"formula": "CH5ClO4V", "method": "wB97M-V/def2-TZVPD", "species": ["V", "C", "H", "H", "H", "H", "H", "O", "Cl", "O", "O", "O"], "positions_angstrom": [[1.101036, -0.316654, 0.345767], [-0.061364, -0.164062, -2.233598], [0.912467, -0.585543, -1.781313], [-0.499470, -1.018046, -2.786406], [0.325542, 0.461895, -3.088725], [-1.930027, 0.353531, -2.608518], [-1.739774, 0.374834, -1.807032], [2.574622, 2.180657, 3.375148], [1.118685, 2.283055, 3.297641], [0.482967, 3.491416, 2.763389], [1.296252, 1.232512, 0.942155], [0.204363, -1.165695, 1.438991]], "atomic_forces_ev_per_a": [[-3.240, 1.291, 4.058], [2.018, -1.469, -2.315], [-0.367, 0.186, 0.502], [-0.007, 0.129, 1.114], [-0.725, 0.460, 1.473], [-0.056, 0.329, 1.457], [-0.268, 0.145, -1.238], [-3.766, 0.449, -0.113], [1.916, 3.065, -1.265], [1.879, -3.256, 1.563], [-0.458, -4.196, -1.473], [3.074, 2.868, -3.764]], "lowdin_spin": [0.49, 0.50, 0.08, 0.01, 0.01, 0.10, 0.07, 0.00, 0.00, 0.00, -0.10, -0.15], "homo_lumo_gap_ev": [5.1, 7.9], "e_lumo_ev": [-13.02, -13.01], "total_energy_ha": -1745.03413, "total_charge": 2, "spin_multiplicity": 2}

=====

(6)
{"formula": "CH5ClP2", "method": "wB97M-V/def2-TZVPD", "species": ["C", "P", "P", "Cl", "H", "H", "H", "H", "H"], "positions_angstrom": [[-1.081460, 0.198654, -0.554202], [-1.691993, -1.372067, 0.176456], [1.593624, 0.610171, 0.111257], [-1.850662, 1.583856, 0.098553], [-1.070639, 0.027211, -1.580289], [-0.590234, -2.237865, -0.222468], [-1.173488, -1.206907, 1.409648], [1.561056, 0.729442, 1.510783], [1.878668, 2.000951, 0.041304]], "atomic_forces_ev_per_a": [[1.312, -0.827, 2.565], [0.337, -0.478, -1.238], [-0.581, -0.476, -0.739], [-0.371, 0.375, -0.286], [0.268, 0.786, -1.940], [-0.604, 0.558, 0.015], [0.435, 0.198, 1.573], [-0.427, -0.153, 0.299], [-0.369, 0.016, -0.248]], "mulliken_charge": [-0.42, -0.05, -0.01, -0.11, 0.39, 0.06, 0.04, 0.04, 0.05], "homo_lumo_gap_ev": [7.3, 7.7], "e_lumo_ev": [-0.92, -0.69], "total_energy_ha": -1183.85160, "total_charge": 0}

=====

(7)
{"formula": "CH5ClP2", "method": "wB97M-V/def2-TZVPD", "species": ["C", "P", "P", "Cl", "H", "H", "H", "H", "H"], "positions_angstrom": [[1.470204, 0.831440, 0.348971], [-0.251212, 0.606896, -0.122811], [-1.482487, -1.207399, 0.337894], [2.325546, -0.713936, 0.411813], [1.653716, 1.229953, 1.376453], [-0.928831, 1.786134, 0.048238], [-0.405854, 0.500687, -1.446125], [-2.145619, -1.291412, -1.020430], [-0.235459, -1.742367, 0.065997]], "atomic_forces_ev_per_a": [[-1.284, 0.145, 0.779], [1.594, 0.004, 1.494], [-1.343, 0.636, -0.362], [0.272, -0.623, -0.462], [-0.808, 0.166, -0.958], [-0.331, 0.585, 0.440], [0.350, -0.047, -1.735], [1.139, 0.023, 1.314], [0.411, -0.889, -0.510]], "mulliken_charge": [-0.42, 0.15, -0.11, -0.22, 0.23, 0.11, 0.09, 0.08, 0.08], "homo_lumo_gap_ev": 8.1, "e_lumo_ev": 0.56, "total_energy_ha": -1183.86714, "smiles": "P[PH2]=CCl", "total_charge": 0}

=====

(8)
{"formula": "CH5FN2", "method": "wB97M-V/def2-TZVPD", "species": ["C", "N", "N", "F", "H", "H", "H", "H", "H"], "positions_angstrom": [[1.006635, -0.653938, -0.351106], [-0.440086, 1.103412, -0.316142], [0.643092, 0.627591, 0.075149], [-2.528960, 0.309555, 0.569977], [1.022052, -1.479950, 0.491696], [0.305610, -1.015429, -1.047909], [2.033430, -0.602220, -0.873218], [-1.764572, 0.401595, 0.034289], [-0.587602, 2.114820, 0.061266]], "atomic_forces_ev_per_a": [[1.498, -2.706, 0.181], [1.361, 0.601, 0.597], [-0.425, 3.033, 0.976], [-1.169, -0.372, 0.696], [0.283, 2.101, -1.257], [-0.971, -0.643, -1.201], [-1.471, -0.049, 1.141], [0.190, -0.002, -0.607], [0.704, -1.962, -0.526]], "mulliken_charge": [-0.63, -0.40, -0.09, -0.48, 0.25, 0.37, 0.26, 0.46, 0.27], "homo_lumo_gap_ev": 10.0, "e_lumo_ev": 0.00, "total_energy_ha": -250.40589, "smiles": "[H]/N=N/C.F", "total_charge": 0}

=====

(9)
{"formula": "CH5FN4", "method": "wB97M-V/def2-TZVPD", "species": ["C", "N", "N", "N", "N", "F", "H", "H", "H", "H", "H"], "positions_angstrom": [[-0.836057, 0.225349, 0.618973], [-1.954261, 0.727832, 0.880211], [0.326213, 1.064684, 0.584756], [0.308604, -1.059186, -0.903224], [-0.665785, -0.972388, -0.083357], [1.973848, -1.704771, -0.238271], [-2.811257, 0.194228, 0.724759], [0.062322, 1.831884, 1.066732], [1.188082, 0.591850, 0.778720], [0.851078, -0.361157, -1.349502], [0.520286, -1.999336, -1.208412]], "atomic_forces_ev_per_a": [[1.400, 1.979, -2.542], [-0.733, 0.203, 1.046], [-1.286, -3.903, -1.495], [-2.805, -1.532, 2.069], [1.694, -1.390, -1.210], [0.289, 0.257, 0.151], [0.730, -0.269, -0.114], [-0.062, 3.280, 2.001], [0.462, 0.056, 0.451], [0.574, 1.560, 0.088], [-0.263, -0.240, -0.444]], "mulliken_charge": [0.57, -0.59, -0.50, 0.07, -0.35, -0.63, 0.26, 0.24, 0.27, 0.32, 0.33], "homo_lumo_gap_ev": [8.7, 8.7], "e_lumo_ev": [-1.29, -1.29], "total_energy_ha": -359.86860, "total_charge": 0}

=====

(10)
{"formula": "CH5FNP", "method": "wB97M-V/def2-TZVPD", "species": ["C", "N", "F", "P", "H", "H", "H", "H", "H"], "positions_angstrom": [[1.392205, -0.759564, -0.435816], [0.615010, 0.018240, 0.429686], [1.102517, 1.335170, 0.403125], [-2.791842, -0.010902, 0.513907], [1.802983, -0.128059, -1.288671], [2.391262, -0.773300, 0.051359], [0.704080, -1.596886, -0.622244], [-1.603719, 0.676769, 0.480317], [-3.612494, 1.238528, 0.468338]], "atomic_forces_ev_per_a": [[1.399, 2.061, -0.685], [-0.725, 1.401, 0.699], [0.031, -0.750, -0.073], [-1.614, 0.647, -0.019], [-1.408, -0.872, 0.050], [-0.354, -1.600, 0.273], [1.315, -0.308, -0.278], [0.602, 0.549, 0.004], [0.754, -1.128, 0.029]], "mulliken_charge": [-0.65, -0.09, -0.18, -0.05, 0.31, 0.26, 0.32, 0.04, 0.05], "homo_lumo_gap_ev": [8.9, 8.3], "e_lumo_ev": [-1.02, -0.46], "total_energy_ha": -536.85829, "total_charge": 0}